# 1
This record from OMol25 describes a 3-piece molecular cluster, C13H35BFN3O4 overall. The level of theory is ωB97M-V/def2-TZVPD.

Values from the calculation:
SMILES string: COCCNCCOC.COCCNCCOC.NCBF
Highest occupied orbital energy in eV: -8.6
LUMO energy in hartree: 0.01527

The geometry in ORCA input format:
```
! RIJCOSX wB97M-V def2-TZVPD def2/J DEFGRID3
* xyz 0 1
N 0.5780 -2.7080 -0.5841
C -0.4894 -1.6240 -0.5806
B -1.9323 -2.4275 -0.2861
F -2.8396 -2.9089 -1.3619
H 0.6373 -3.2018 -1.5018
H 0.2496 -3.3949 0.1557
H -0.2720 -0.9416 0.3589
H -0.5537 -1.0004 -1.5688
H -2.1592 -2.6297 0.8610
C -2.0497 0.3539 6.8174
O -3.0490 -0.2603 6.0141
C -4.1796 0.5854 5.7697
C -4.2124 1.0418 4.3022
N -3.1377 1.9983 4.0132
C -2.9520 2.2639 2.5812
C -2.5404 1.0767 1.6857
O -1.2245 0.5845 1.9447
C -1.1412 -0.3453 3.0165
H -1.3278 -0.4143 7.1080
H -1.5168 1.1231 6.2546
H -2.4804 0.7856 7.7264
H -4.2153 1.4395 6.4535
H -5.0684 -0.0224 5.9593
H -5.1779 1.5140 4.0930
H -4.1242 0.1485 3.6780
H -2.2625 1.6372 4.3825
H -2.1677 3.0266 2.5076
H -3.8674 2.7145 2.1824
H -2.5187 1.4468 0.6539
H -3.2731 0.2635 1.6937
H -2.0407 -0.9580 3.1108
H -0.9272 0.1780 3.9486
H -0.2947 -1.0121 2.8165
C 1.6169 1.7211 -2.1128
O 1.1369 0.7203 -3.0012
C 1.1417 1.1307 -4.3740
C 2.2266 0.3809 -5.1639
N 3.5721 0.8249 -4.7822
C 4.6463 -0.0315 -5.3001
C 4.6742 -1.5003 -4.8281
O 4.9782 -1.6576 -3.4411
C 3.8619 -1.5209 -2.5720
H 1.4010 1.3995 -1.0902
H 2.6982 1.8401 -2.2087
H 1.1177 2.6795 -2.2868
H 1.2467 2.2148 -4.4835
H 0.1666 0.8538 -4.7840
H 2.0810 0.5588 -6.2344
H 2.0940 -0.6872 -4.9718
H 3.6426 0.8400 -3.7685
H 5.5894 0.4366 -4.9940
H 4.6234 -0.0061 -6.3951
H 5.4919 -1.9938 -5.3667
H 3.7672 -2.0510 -5.0969
H 2.9317 -1.8702 -3.0260
H 3.7696 -0.4856 -2.2430
H 4.0549 -2.1290 -1.6808
*
```

Löwdin population analysis, charges in e, atoms 1 to 4: -0.041, -0.242, -0.084, -0.029

# 2
This record from OMol25 describes C13H35BNO8V as an isolated structure. The level of theory is ωB97M-V/def2-TZVPD.

Values from the calculation:
Highest occupied orbital energy (spin up / spin down) in eV: -4.8 / -5.1
Expectation value of S²: 0.875
LUMO energy (spin up / spin down) in hartree: 0.05873 / 0.06538

The geometry in ORCA input format:
```
! RIJCOSX wB97M-V def2-TZVPD def2/J DEFGRID3
* xyz -1 2
O 2.3124 0.6359 -3.6100
V 0.8762 0.0742 -3.5613
C -0.4420 2.1032 -4.7323
O -1.5298 2.1846 -5.3501
O -0.2987 2.0116 -3.4561
O 0.4195 1.2869 -5.3110
B 0.7320 -0.3427 -1.2677
H -0.2911 -0.3926 -1.8086
H 1.5758 -0.9166 -1.8272
H 1.0722 0.7448 -1.3735
H 0.6724 -0.6276 -0.1240
C -3.0595 -0.5398 -1.8346
O -2.9381 0.7221 -1.2648
C -3.5466 0.7691 -0.0058
C -3.4026 2.1617 0.5851
N -2.0079 2.6613 0.5660
C -1.0158 1.6501 1.0109
C -1.0102 1.4676 2.5087
O -0.8085 2.7284 3.1532
C -0.9744 2.7085 4.5370
H -2.6158 -0.6916 -2.8173
H -4.1171 -0.7999 -2.0258
H -2.6822 -1.3261 -1.1680
H -3.1580 0.0135 0.6880
H -4.6225 0.6031 -0.1652
H -3.7297 2.2117 1.6332
H -4.0791 2.8212 0.0378
H -1.9270 3.3127 1.3422
H -0.0632 2.1389 0.7782
H -1.0449 0.7178 0.4605
H -0.2373 0.7755 2.8666
H -1.9853 1.1350 2.9014
H -1.7838 2.0421 4.8575
H -1.1818 3.7213 4.8866
H -0.0456 2.4168 5.0478
C -1.0531 -4.0536 -0.6541
C 0.4537 -4.3191 -0.5151
C 1.1513 -4.1269 -1.8650
O 1.0290 -3.4434 0.4431
H -1.5729 -4.7881 -0.0308
H -1.3960 -4.2696 -1.6670
H -1.3029 -3.0512 -0.3206
H 0.6770 -5.3386 -0.1956
H 0.8635 -3.1492 -2.2640
H 1.0353 -4.9118 -2.6118
H 2.2308 -4.0366 -1.7031
H 1.1165 -2.5760 0.0207
C 3.4204 -0.6391 1.2711
C 3.3681 0.8706 1.1138
C 4.4605 1.6231 1.8362
O 3.1237 1.3436 -0.1922
H 4.4225 -1.0231 1.0476
H 2.6971 -1.1343 0.6331
H 3.2438 -0.9290 2.3099
H 2.4695 1.2086 1.6666
H 5.4754 1.4273 1.4767
H 4.3640 1.4766 2.9121
H 4.3519 2.7034 1.6978
H 2.3092 0.9535 -0.5664
*
```

Löwdin population analysis, charges in e, atoms 1 to 4: -0.268, 1.014, -0.850, -0.028

# 3
This record from OMol25 describes C13H36AsCl2N2PtSi2 as an isolated structure. The level of theory is ωB97M-V/def2-TZVPD.

Values from the calculation:
Highest occupied orbital energy (spin up / spin down) in eV: -18.2 / -18.2
LUMO energy (spin up / spin down) in hartree: -0.43183 / -0.43198

The geometry in ORCA input format:
```
! RIJCOSX wB97M-V def2-TZVPD def2/J DEFGRID3
* xyz 3 1
Pt 0.6312 -0.5990 0.4983
C -1.2088 -0.1562 2.8749
N 0.0751 -0.8054 2.4584
C 1.1568 -0.2952 3.3659
C -0.0391 -2.3037 2.6373
C -0.7649 -2.9305 1.4693
N -0.0012 -2.6903 0.2075
C 1.0609 -3.7261 0.0741
C -0.9082 -2.8230 -0.9601
H -1.4061 -0.4540 3.9045
H -2.0235 -0.4847 2.2346
H -1.0921 0.9223 2.8229
H 0.8720 -0.5436 4.3896
H 1.2376 0.7818 3.2515
H 2.1010 -0.7754 3.1214
H -0.5547 -2.4884 3.5810
H 0.9732 -2.6984 2.7329
H -1.7650 -2.5137 1.3532
H -0.8745 -4.0047 1.6363
H 0.5880 -4.7083 0.0141
H 1.7357 -3.7024 0.9241
H 1.6286 -3.5419 -0.8351
H -1.3104 -3.8379 -0.9927
H -0.3479 -2.6388 -1.8734
H -1.7296 -2.1145 -0.8728
Cl 3.3294 -1.5193 0.8155
C 5.1269 -1.4341 0.2786
Cl 5.7634 0.1628 0.3840
H 5.1149 -1.8095 -0.7366
H 5.5990 -2.1052 0.9861
C -3.4232 1.7112 -2.2273
Si -3.2228 2.7166 -0.7038
C -2.4956 4.3943 -0.8024
C -4.1458 2.2212 0.8012
As -0.3939 1.3108 -0.0779
Si 1.3325 1.3762 -1.9384
C 1.4028 -0.3914 -2.5485
C 2.8958 1.9720 -1.1540
C 0.5620 2.6113 -3.0890
H -4.3955 1.9919 -2.6573
H -3.4798 0.6413 -2.0240
H -2.6720 1.9206 -2.9865
H -3.3096 5.0715 -1.0986
H -1.7250 4.4815 -1.5675
H -2.1275 4.7503 0.1599
H -5.1547 2.6476 0.7167
H -3.7079 2.6345 1.7100
H -4.2687 1.1415 0.8846
H 1.7437 -1.0869 -1.7652
H 2.1332 -0.4766 -3.3582
H 0.4425 -0.7405 -2.9301
H 3.1927 1.3806 -0.2884
H 2.8150 3.0165 -0.8461
H 3.7022 1.9148 -1.8912
H -0.3773 2.2866 -3.5340
H 1.2729 2.7534 -3.9114
H 0.4362 3.5871 -2.6182
*
```

Löwdin population analysis, charges in e, atoms 1 to 4: 0.714, -0.082, -0.393, -0.046

# 4
This record from OMol25 describes a 4-piece molecular cluster, C13H36BrN3O3 overall. The level of theory is ωB97M-V/def2-TZVPD.

Values from the calculation:
Highest occupied orbital energy in eV: -13.5
LUMO energy in hartree: -0.17579

The geometry in ORCA input format:
```
! RIJCOSX wB97M-V def2-TZVPD def2/J DEFGRID3
* xyz 2 1
Br 0.6914 -8.2610 4.0571
C 1.9355 -4.5875 5.5871
C 0.6489 -4.6831 6.3675
O 0.2248 -3.8338 7.0786
N -0.1317 -6.0058 6.2655
H -1.0095 -5.7872 5.8004
H 0.4927 -6.5251 5.6307
C -0.3539 -6.6021 7.6387
H 1.6775 -4.8456 4.5562
H 2.6157 -5.3434 5.9816
H 2.3060 -3.5705 5.6513
H -0.5766 -5.7539 8.2787
H 0.4982 -7.2105 7.9322
H -1.1631 -7.3295 7.6162
C 3.2935 -11.9690 8.7708
N 3.5871 -12.9908 7.6579
C 5.0052 -12.8912 7.1543
C 3.3407 -14.3710 8.2643
C 2.6072 -12.7076 6.5199
C 2.6783 -11.3300 5.8313
O 1.5517 -11.4363 4.9785
H 2.2581 -11.6603 8.6410
H 3.8197 -11.0209 8.6635
H 3.5431 -12.4475 9.7117
H 5.0444 -13.5490 6.2898
H 5.6498 -13.3031 7.9310
H 5.3078 -11.8570 7.0206
H 2.3205 -14.4189 8.6389
H 3.9725 -14.4650 9.1461
H 3.5918 -15.1389 7.5380
H 1.6081 -12.8899 6.9124
H 2.7592 -13.4708 5.7568
H 3.5458 -11.2230 5.1753
H 2.5978 -10.4423 6.4634
H 1.4092 -10.5599 4.5749
C -3.6273 -9.3809 5.0001
N -3.2498 -10.7360 4.4642
C -4.4860 -11.4071 3.8850
C -2.2480 -10.5473 3.3453
C -2.5714 -11.5180 5.5735
C -1.8358 -12.7449 5.1225
O -2.6350 -13.6354 4.3973
H -4.0268 -8.6454 4.3077
H -2.7039 -8.9660 5.4092
H -4.2642 -9.5117 5.8743
H -4.7633 -10.7215 3.0856
H -5.2421 -11.4628 4.6634
H -4.2649 -12.3758 3.4480
H -2.2100 -11.4422 2.7267
H -1.2534 -10.3897 3.7580
H -2.6125 -9.7110 2.7547
H -3.3266 -11.8501 6.2909
H -1.9174 -10.8675 6.1515
H -1.4107 -13.3064 5.9627
H -0.9208 -12.4296 4.6047
H -2.2205 -14.4933 4.2808
*
```

Löwdin population analysis, charges in e, atoms 1 to 4: -0.165, 0.037, -0.392, 0.177

# 5
This record from OMol25 describes a 6-piece molecular cluster, C13H36F12N4O4P2 overall. The level of theory is ωB97M-V/def2-TZVPD.

Values from the calculation:
Highest occupied orbital energy in eV: -16.0
LUMO energy in hartree: -0.20617

The geometry in ORCA input format:
```
! RIJCOSX wB97M-V def2-TZVPD def2/J DEFGRID3
* xyz 2 1
C -4.3389 -1.1222 -4.5492
C -4.0185 -0.6991 -3.1245
C -3.9387 0.7887 -2.9299
O -3.8234 1.1196 -1.5355
C -4.0553 2.5100 -1.3440
N -5.1591 -1.2077 -2.2078
H -4.8289 -1.1336 -1.2443
H -5.9524 -0.5676 -2.2937
H -5.4420 -2.1476 -2.4832
H -3.4949 -0.9457 -5.2146
H -5.1429 -0.5676 -5.0452
H -4.6632 -2.1638 -4.5735
H -3.1196 -1.2336 -2.8235
H -4.7774 1.3106 -3.3890
H -2.9373 1.0296 -3.3124
H -4.4522 2.6476 -0.3389
H -4.7834 2.9467 -2.0318
H -3.1334 3.0864 -1.4565
C 3.4436 3.0845 2.5774
C 4.4190 2.0900 2.0143
O 5.4927 1.8891 2.4532
N 3.9990 1.2585 0.8277
H 4.3189 0.3258 1.1383
H 2.9867 1.2801 0.6696
C 4.7480 1.8258 -0.3632
H 3.4609 4.0022 1.9863
H 3.7488 3.2863 3.5999
H 2.4106 2.7358 2.5766
H 5.8005 1.7159 -0.1171
H 4.5513 2.8898 -0.4587
H 4.4562 1.2103 -1.2058
C -0.3604 -2.6717 -1.7133
C 0.4567 -3.3888 -0.6430
O 0.4650 -4.5637 -0.5881
N 1.2437 -2.6406 0.3834
H 2.1931 -2.4412 0.0114
H 0.8514 -1.7044 0.5209
C 1.4918 -3.4173 1.6674
H -0.7695 -3.5153 -2.2731
H 0.1541 -2.0017 -2.3958
H -1.2855 -2.1600 -1.4385
H 2.2466 -2.8864 2.2336
H 1.6731 -4.4418 1.3663
H 0.5370 -3.4280 2.1955
C -2.1886 -0.5099 3.5055
C -2.3878 0.8778 2.9686
O -3.4353 1.4120 2.9621
N -1.1223 1.6164 2.5224
H -0.4218 1.3415 3.2119
H -0.9467 1.0821 1.6535
C -1.3167 3.0895 2.3127
H -3.1575 -0.9956 3.5108
H -1.7946 -0.4946 4.5267
H -1.4457 -1.1107 2.9730
H -2.2179 3.1513 1.7087
H -0.5462 3.4491 1.6355
H -1.2927 3.5780 3.2770
P 4.9787 -2.2309 0.2686
F 4.3949 -1.9176 1.8059
F 4.0643 -3.5552 0.1152
F 3.6785 -1.3693 -0.2131
F 5.5882 -2.3679 -1.1891
F 5.7813 -0.7979 0.4557
F 6.1577 -3.1113 0.8645
P 0.4272 0.9632 -0.5995
F 1.7894 0.1601 -0.8343
F 1.1102 1.5959 0.7592
F 1.0551 2.2012 -1.4191
F -0.8945 1.8674 -0.2963
F -0.2446 0.3314 -1.8893
F -0.2846 -0.2395 0.2756
*
```

Löwdin population analysis, charges in e, atoms 1 to 4: -0.024, -0.295, -0.176, -0.201

# 6
This record from OMol25 describes C13H36F3KO19P4S as an isolated structure. The level of theory is ωB97M-V/def2-TZVPD.

Values from the calculation:
Highest occupied orbital energy (spin up / spin down) in eV: -12.8 / -12.8
Expectation value of S²: 0.763
LUMO energy (spin up / spin down) in hartree: -0.06579 / -0.33366

The geometry in ORCA input format:
```
! RIJCOSX wB97M-V def2-TZVPD def2/J DEFGRID3
* xyz 1 2
K -0.0004 0.2020 -0.3347
C 1.8125 -3.5325 2.0336
F 1.7569 -4.6810 2.6415
F 3.0632 -3.1284 2.0015
F 1.3334 -3.8340 0.8360
S 0.6990 -2.1594 2.8965
O 0.5703 -1.0386 1.9530
O -0.5685 -2.8222 3.1057
O 1.4406 -1.7537 4.1147
C -2.1739 -2.7960 0.1416
O -1.5936 -3.8268 -0.6463
P -0.6135 -3.4360 -1.9552
O 0.3107 -2.2638 -1.7066
O -1.6470 -3.2470 -3.2065
C -1.2443 -3.2943 -4.5393
O 0.0402 -4.8715 -2.3059
C -0.6588 -6.0975 -2.2614
H -1.6760 -2.6783 1.1040
H -3.2386 -2.9869 0.2757
H -2.0450 -1.8212 -0.3287
H -0.1749 -3.5015 -4.5784
H -1.4249 -2.3309 -5.0161
H -1.7174 -4.1207 -5.0697
H -0.2607 -6.7170 -1.4577
H -0.5052 -6.6191 -3.2061
H -1.7257 -6.0090 -2.0565
C -1.0555 6.6040 1.2790
O -1.0509 5.2759 0.5940
P 0.2430 4.2675 0.7226
O 0.1496 2.9262 0.0628
O 0.5709 4.2163 2.3074
C -0.1680 3.2547 3.1103
O 1.4413 5.1711 0.1537
C 2.7788 4.7144 0.1418
H -1.9629 6.8473 1.8318
H -0.8357 7.2807 0.4533
H -0.2386 6.6997 1.9943
H -1.2199 3.5399 3.1251
H 0.2113 3.2560 4.1322
H -0.0830 2.2681 2.6547
H 3.2540 4.8896 -0.8234
H 2.8488 3.6443 0.3368
H 3.3254 5.2576 0.9126
C 5.9487 0.2920 -3.5159
O 4.8278 0.9322 -2.9480
P 3.6124 -0.0057 -2.3317
O 2.4039 0.7210 -1.8072
O 3.2521 -0.9869 -3.5673
C 2.6646 -0.4569 -4.7366
O 4.3113 -0.9209 -1.2405
C 3.6268 -2.1148 -0.8165
H 6.8110 0.7152 -3.0007
H 6.0526 0.5244 -4.5757
H 5.9465 -0.7710 -3.2750
H 3.2388 -0.8010 -5.5968
H 2.6268 0.6307 -4.7981
H 1.6398 -0.7765 -4.9255
H 4.2881 -2.6186 -0.1116
H 3.1501 -2.7944 -1.5229
H 2.7928 -1.8400 -0.1707
C -4.2787 3.8097 2.2469
O -3.5048 2.9404 1.4557
P -3.4265 1.3405 1.7069
O -2.6975 0.5508 0.6829
O -2.7163 1.2795 3.2007
C -2.0410 0.1209 3.6921
O -5.0020 0.9036 1.9642
C -5.4086 -0.4207 2.2081
H -4.6872 4.6742 1.7236
H -3.7172 4.1234 3.1269
H -5.1800 3.3019 2.5904
H -2.2735 -0.8313 3.2151
H -2.4558 -0.0858 4.6786
H -0.9657 0.1823 3.8598
H -6.3069 -0.6544 1.6366
H -5.7553 -0.4306 3.2415
H -4.7443 -1.2813 2.2869
*
```

Löwdin population analysis, charges in e, atoms 1 to 4: 0.795, -0.605, 0.220, 0.197